A structure of composition C18H35FeN2S at a distorted geometry, computed with ωB97M-V with the def2-TZVPD basis set.

Each line ends with the Mulliken spin population.
Positions of all 57 atoms, in Å:
C 1.1847 1.8487 -1.8881  0.26
H 1.9372 2.2005 -1.1612  -0.01
H 1.6834 1.5982 -2.8297  -0.02
H 0.4846 -0.6297 0.3866  -0.18
C 0.1488 2.9551 -2.0792  0.04
H -0.7546 2.5283 -2.5362  0.00
H -0.1462 3.3751 -1.1002  0.00
C 0.6279 4.0887 -3.0048  0.04
H -0.1638 4.8350 -3.1588  0.00
H 1.5139 4.5694 -2.5777  0.00
H 0.9151 3.7029 -3.9898  0.00
C -0.8651 -1.8918 -1.2026  0.22
C -1.4850 -0.9976 -2.1278  0.22
C -0.4892 -0.5489 -3.0584  -0.09
C 0.7829 -1.1180 -2.6697  0.57
C 0.5457 -1.9317 -1.4835  0.05
C 1.5402 -2.8555 -0.8517  0.05
C 2.0251 -1.1541 -3.4990  0.02
C -0.7480 0.2036 -4.3143  0.01
C -2.9356 -0.6879 -2.1607  0.01
C -1.5809 -2.6813 -0.1598  0.02
Fe 0.5724 0.2199 -0.9656  3.61
H 2.8948 -1.3764 -2.8666  0.00
H 1.9626 -1.9407 -4.2684  0.02
H 2.1747 -0.1895 -3.9974  0.01
H 2.5588 -2.5432 -1.1251  0.00
H 1.4397 -2.8317 0.2460  -0.01
H 1.3878 -3.8946 -1.1886  0.00
H -2.3044 -2.0423 0.3792  0.01
H -2.1432 -3.5185 -0.6123  0.03
H -0.8692 -3.1138 0.5670  0.00
H -3.1139 0.2034 -2.7791  0.00
H -3.5272 -1.5168 -2.5909  0.01
H -3.3191 -0.5063 -1.1412  0.00
H 0.1041 0.8586 -4.5613  0.00
H -0.8898 -0.4815 -5.1697  0.02
H -1.6627 0.8047 -4.2263  0.00
C -0.5891 -2.0773 4.8830  0.00
C 0.2911 -1.4382 3.8254  0.00
N -0.5460 -0.7848 2.7838  0.02
C -0.2727 0.4238 2.2781  0.00
S -0.7665 0.8236 0.6655  0.06
N 0.3989 1.3355 3.0226  0.01
C -0.1249 1.6923 4.3638  0.00
C 0.9379 2.4286 5.1432  0.00
H -1.3748 -1.3982 5.2348  0.00
H 0.0190 -2.3573 5.7471  0.00
H -1.0585 -2.9899 4.5021  0.00
H 0.9663 -0.6805 4.2371  0.00
H 0.8894 -2.2043 3.3090  0.00
H -1.0519 -1.4263 2.1621  0.00
H 0.6635 2.1655 2.4696  0.00
H -1.0165 2.3191 4.2289  0.00
H -0.4453 0.7725 4.8642  0.00
H 1.1963 3.3712 4.6525  0.00
H 0.5554 2.6614 6.1383  0.00
H 1.8420 1.8226 5.2559  0.00

The lowest unoccupied orbital energy (spin up / spin down) is -7.61 / -9.71 eV. The orbital gap (spin up / spin down) is 6.45 / 5.55 eV. Its total charge is +2. The spin multiplicity is 6. Its electronic energy is -67417.416 eV.